# 1
{"formula": "C11H24AlFNO3", "method": "ωB97M-V/def2-TZVPD", "symbols": ["C", "C", "C", "C", "C", "Al", "C", "C", "O", "F", "C", "C", "O", "N", "C", "C", "H", "H", "H", "H", "H", "H", "H", "H", "H", "H", "H", "H", "H", "H", "H", "H", "H", "H", "H", "H", "H", "H", "O", "H", "H"], "positions_angstrom": [[3.518, -3.192, 0.130], [2.439, -2.194, -0.319], [1.471, -1.805, 0.807], [1.427, -0.280, 1.026], [0.808, 0.047, 2.397], [0.446, 0.610, -0.534], [1.491, 2.267, -1.146], [1.599, 3.383, -0.195], [1.637, 4.589, -0.441], [1.614, 3.011, 1.119], [-1.516, 1.042, -0.073], [-2.464, 0.181, -0.823], [-2.393, 0.051, -2.042], [-3.505, -0.542, -0.149], [-3.833, -0.125, 1.206], [-3.339, -1.980, -0.269], [4.415, -3.064, -0.465], [3.761, -3.053, 1.176], [3.180, -4.210, -0.029], [1.902, -2.599, -1.165], [2.931, -1.297, -0.674], [0.465, -2.121, 0.544], [1.790, -2.287, 1.732], [2.460, 0.067, 1.048], [0.144, -0.750, 2.722], [0.262, 0.984, 2.416], [1.579, 0.113, 3.164], [0.507, -0.428, -1.767], [2.501, 1.907, -1.329], [1.128, 2.665, -2.083], [-1.643, 1.005, 1.001], [-1.698, 2.067, -0.387], [-4.492, -0.875, 1.633], [-2.981, -0.044, 1.873], [-4.395, 0.798, 1.186], [-3.116, -2.209, -1.302], [-4.279, -2.467, -0.039], [-2.546, -2.379, 0.365], [-0.396, 4.558, -3.785], [-1.034, 3.886, -3.529], [0.154, 4.669, -3.000]], "total_energy_ha": -1056.37851, "total_charge": -1, "lumo_energy_ev": 3.11, "multiplicity": 1}

=====

# 2
{"formula": "C51H74BClF10N3O14PS", "method": "ωB97M-V/def2-TZVPD", "symbols": ["C", "C", "N", "C", "C", "C", "C", "C", "C", "N", "C", "C", "C", "O", "C", "C", "B", "O", "O", "N", "P", "O", "Cl", "C", "C", "C", "C", "C", "O", "C", "C", "C", "C", "C", "C", "C", "C", "C", "F", "F", "C", "F", "F", "F", "C", "C", "C", "F", "F", "C", "F", "F", "F", "C", "S", "H", "H", "H", "H", "H", "H", "H", "H", "H", "H", "H", "H", "H", "H", "H", "H", "H", "H", "H", "H", "H", "H", "H", "H", "H", "H", "H", "H", "H", "H", "H", "H", "C", "O", "C", "C", "O", "C", "C", "O", "C", "H", "H", "H", "H", "H", "H", "H", "H", "H", "H", "H", "H", "H", "H", "C", "O", "C", "C", "O", "C", "C", "O", "C", "H", "H", "H", "H", "H", "H", "H", "H", "H", "H", "H", "H", "H", "H", "C", "O", "C", "C", "O", "C", "C", "O", "C", "H", "H", "H", "H", "H", "H", "H", "H", "H", "H", "H", "H", "H", "H"], "positions_angstrom": [[7.207, -0.315, 0.324], [7.481, 0.653, -0.935], [8.510, 0.496, -1.742], [6.432, 1.845, -1.268], [5.020, 1.102, -1.521], [4.934, -0.270, -2.239], [3.556, -0.927, -2.440], [2.183, -0.347, -1.969], [2.275, 1.053, -1.249], [1.131, 1.828, -0.763], [0.131, 1.040, 0.018], [0.539, 2.710, -1.775], [-0.083, 4.165, -1.419], [0.523, 2.401, -2.999], [3.684, 1.730, -1.042], [3.784, 3.177, -0.328], [4.014, 2.971, 1.269], [3.052, 2.112, 1.963], [5.109, 3.532, 2.033], [0.881, -0.998, -2.199], [0.276, -0.646, -3.869], [0.354, -2.055, -4.836], [-1.799, -0.141, -3.783], [0.908, -2.465, -2.035], [-0.282, -3.247, -1.348], [-1.476, -2.342, -0.805], [-1.477, -2.072, 0.780], [-0.875, -3.242, 1.687], [-2.818, -1.781, 1.304], [-3.271, -0.535, 0.721], [-3.890, 0.498, 1.776], [-3.165, 0.970, 3.073], [-3.878, 2.024, 3.988], [-5.292, 2.587, 3.602], [-6.047, 2.098, 2.341], [-5.323, 1.053, 1.444], [-0.339, -4.782, -1.194], [-1.476, -5.661, -0.548], [-1.863, -6.630, -1.556], [-2.660, -5.011, -0.160], [-0.939, -6.579, 0.696], [-1.912, -6.720, 1.711], [-0.704, -7.909, 0.204], [0.289, -6.137, 1.225], [0.884, -5.605, -1.754], [2.094, -4.930, -2.429], [3.269, -5.836, -2.994], [3.565, -5.522, -4.366], [2.895, -7.227, -3.009], [4.585, -5.698, -2.069], [4.229, -5.064, -0.839], [5.625, -4.995, -2.743], [5.038, -7.019, -1.778], [2.074, -3.389, -2.554], [3.502, -2.557, -3.357], [6.331, -1.004, 0.027], [6.978, 0.293, 1.270], [8.147, -0.955, 0.481], [9.015, -0.329, -1.351], [6.393, 2.574, -0.380], [6.733, 2.439, -2.193], [5.905, -0.745, -2.622], [-0.819, 0.952, -0.623], [-0.108, 1.621, 0.975], [0.609, 0.011, 0.234], [-0.978, 4.108, -0.717], [-0.436, 4.671, -2.395], [0.738, 4.865, -1.005], [4.623, 3.818, -0.795], [2.821, 3.785, -0.457], [3.226, 1.185, 1.666], [5.667, 2.788, 2.371], [-0.569, -2.411, -4.887], [-2.510, -2.773, -1.097], [-1.459, -1.299, -1.305], [-0.858, -1.127, 1.018], [-1.614, -4.098, 1.908], [-0.657, -2.769, 2.722], [0.152, -3.631, 1.328], [-4.066, -0.817, -0.074], [-2.455, 0.041, 0.146], [-2.127, 0.563, 3.353], [-3.366, 2.417, 4.942], [-5.818, 3.383, 4.237], [-7.077, 2.485, 2.043], [-5.842, 0.663, 0.496], [0.892, -6.750, -1.686], [-7.504, 3.351, -5.185], [-7.063, 2.064, -5.575], [-5.659, 1.891, -5.401], [-5.334, 0.446, -5.055], [-5.626, 0.097, -3.699], [-7.010, -0.020, -3.359], [-7.692, -1.232, -3.985], [-8.011, -0.975, -5.349], [-8.043, -2.154, -6.130], [-7.063, 4.119, -5.827], [-8.590, 3.383, -5.283], [-7.250, 3.542, -4.136], [-5.282, 2.549, -4.606], [-5.177, 2.161, -6.346], [-4.252, 0.312, -5.159], [-5.799, -0.258, -5.749], [-7.544, 0.907, -3.572], [-7.027, -0.150, -2.273], [-8.633, -1.434, -3.461], [-7.036, -2.105, -3.896], [-7.084, -2.679, -6.074], [-8.214, -1.869, -7.169], [-8.854, -2.810, -5.801], [-5.614, 8.227, 5.439], [-6.789, 8.213, 4.649], [-6.599, 7.560, 3.398], [-7.880, 6.874, 2.948], [-8.150, 5.649, 3.636], [-8.564, 5.769, 5.000], [-9.961, 6.358, 5.165], [-9.926, 7.774, 5.012], [-11.150, 8.298, 4.535], [-4.832, 8.816, 4.952], [-5.857, 8.680, 6.402], [-5.264, 7.205, 5.621], [-5.793, 6.817, 3.465], [-6.317, 8.327, 2.669], [-7.758, 6.591, 1.897], [-8.742, 7.543, 2.989], [-7.819, 6.308, 5.587], [-8.584, 4.745, 5.383], [-10.331, 6.147, 6.175], [-10.636, 5.903, 4.432], [-11.420, 7.836, 3.579], [-11.020, 9.369, 4.370], [-11.946, 8.143, 5.269], [11.116, -6.806, 0.122], [11.753, -5.692, 0.721], [11.654, -4.513, -0.072], [11.595, -3.275, 0.810], [10.321, -3.064, 1.424], [9.971, -3.965, 2.479], [10.796, -3.770, 3.747], [12.078, -4.374, 3.605], [13.066, -3.742, 4.394], [11.615, -7.076, -0.813], [11.176, -7.646, 0.816], [10.058, -6.589, -0.061], [10.761, -4.548, -0.711], [12.545, -4.471, -0.707], [11.752, -2.400, 0.169], [12.395, -3.261, 1.553], [9.991, -4.999, 2.131], [8.929, -3.734, 2.717], [10.294, -4.260, 4.589], [10.891, -2.699, 3.958], [13.136, -2.678, 4.144], [14.028, -4.207, 4.173], [12.845, -3.866, 5.459]], "smiles": "[H]/N=C(\\C)Cc1cc2c(c(N(C)C(C)=O)c1CB(O)O)N(P(O)Cl)c1c(C[C@H](C)OCc3ccccc3)c(C(F)(F)C(F)(F)F)cc(C(F)(F)C(F)(F)F)c1S2.COCCOCCOC.COCCOCCOC.COCCOCCOC", "relative_energy_ev": 0.000, "total_energy_ha": -5427.98004, "lumo_energy_ev": -0.79, "multiplicity": 1}

=====

# 3
{"formula": "C3H6O2S", "method": "ωB97M-V/def2-TZVPD", "symbols": ["C", "C", "C", "H", "H", "H", "H", "H", "H", "O", "O", "S"], "positions_angstrom": [[-0.853, 0.604, -0.485], [0.511, 0.588, 0.245], [1.500, -0.534, -0.128], [-2.314, -0.381, 1.129], [-1.307, 1.560, -0.253], [-0.619, 0.548, -1.544], [1.025, 1.543, 0.022], [0.402, 0.491, 1.317], [-0.007, -1.615, 0.168], [0.941, -1.745, -0.163], [2.695, -0.286, -0.188], [-1.973, -0.774, -0.121]], "smiles": "O=C(O)CCS", "relative_energy_ev": 0.349, "total_energy_ha": -666.58121, "lumo_energy_ev": 0.43, "multiplicity": 1}

=====

Quick rundown of orbital gap, same order as above: 8.1; 7.6; 10.5 eV